No. 1
Computed, not measured: one molecule with the formula C5H8O, with ωB97M-V/def2-TZVPD.

Orbital gap, eV: 10.95
LUMO, eV: 0.9
ΔE to the lowest compared entry with this formula, charge and spin, kcal/mol: 67.6
Charge: 0
E_HOMO, Eh: -0.3674
SMILES: C#CC[C@H](C)O
Energy, eV: -7359.32442

Element x y z (Å)
1 C -2.515 0.088 -1.400
2 C -1.347 0.018 -1.236
3 C 0.121 -0.072 -0.889
4 C 0.215 0.074 0.679
5 C 1.721 0.168 1.002
6 O -0.437 -0.933 1.448
7 H -3.573 0.066 -1.769
8 H 0.682 0.866 -1.342
9 H 0.585 -1.007 -1.323
10 H -0.195 1.065 0.647
11 H 1.807 1.112 1.411
12 H 2.279 0.180 0.032
13 H 2.013 -0.668 1.666
14 H -1.356 -0.955 1.073

=====

No. 2
Computed, not measured: a 2-piece molecular cluster, C5H8O overall, with ωB97M-V/def2-TZVPD.

Orbital gap, eV: 9.84
LUMO, eV: 1.0
ΔE to the lowest compared entry with this formula, charge and spin, kcal/mol: 69.8
Charge: 0
E_HOMO, Eh: -0.3238
SMILES: C1CC1.C=C=O
Energy, eV: -7359.22753

Element x y z (Å)
1 C 0.498 0.576 -0.667
2 C -0.254 1.818 -0.348
3 C -0.783 0.580 0.257
4 H 1.550 0.565 -0.374
5 H 0.364 0.108 -1.640
6 H 0.255 2.471 0.351
7 H -0.796 2.279 -1.155
8 H -1.676 0.117 -0.168
9 H -0.771 0.475 1.345
10 C 0.005 -2.093 0.140
11 C 0.732 -1.236 0.829
12 O 1.413 -0.695 1.616
13 H -0.002 -3.072 0.586
14 H -0.535 -1.891 -0.772

=====

No. 3
Computed, not measured: one molecule with the formula C5H8O, with ωB97M-V/def2-TZVPD.

Orbital gap, eV: 10.35
LUMO, eV: 1.2
ΔE to the lowest compared entry with this formula, charge and spin, kcal/mol: 70.8
Charge: 0
E_HOMO, Eh: -0.3380
SMILES: C[C@]12CC[C@H]1O2
Energy, eV: -7359.18518

Element x y z (Å)
1 C 1.211 -0.225 1.416
2 C 0.050 -0.294 0.480
3 C 0.119 0.891 -0.482
4 C -0.959 0.238 -1.339
5 C -1.259 -0.688 -0.139
6 O -0.144 -1.566 -0.157
7 H 1.287 0.771 1.859
8 H 2.019 -0.289 0.667
9 H 1.364 -1.023 2.135
10 H -0.307 1.721 0.100
11 H 1.089 1.204 -0.887
12 H -1.720 0.891 -1.755
13 H -0.485 -0.377 -2.109
14 H -2.236 -1.047 0.176

=====

No. 4
Computed, not measured: one molecule with the formula C5H8O, with ωB97M-V/def2-TZVPD.

Orbital gap, eV: 10.28
LUMO, eV: 0.9
ΔE to the lowest compared entry with this formula, charge and spin, kcal/mol: 54.9
Charge: 0
E_HOMO, Eh: -0.3465
SMILES: CC=C=CCO
Energy, eV: -7359.87319

Element x y z (Å)
1 C -0.625 -0.933 -1.915
2 C -0.244 0.506 -1.646
3 C 0.212 0.770 -0.451
4 C 0.909 0.609 0.644
5 C 0.433 0.584 2.072
6 O -0.313 -0.584 2.373
7 H -1.328 -1.050 -2.741
8 H 0.278 -1.509 -2.150
9 H -1.080 -1.363 -1.018
10 H -0.272 1.246 -2.436
11 H 1.931 0.298 0.439
12 H -0.132 1.488 2.325
13 H 1.306 0.539 2.724
14 H -1.075 -0.602 1.780

=====

No. 5
Computed, not measured: one molecule with the formula C5H8O, with ωB97M-V/def2-TZVPD.

Orbital gap, eV: 9.79
LUMO, eV: 1.0
ΔE to the lowest compared entry with this formula, charge and spin, kcal/mol: 67.7
Charge: 0
E_HOMO, Eh: -0.3245
SMILES: CC1=CCOC1
Energy, eV: -7359.31742

Element x y z (Å)
1 C 0.526 -1.147 -1.511
2 C 0.067 -0.445 -0.263
3 C -1.038 0.300 -0.162
4 C -0.996 1.158 1.067
5 O 0.368 1.579 0.950
6 C 0.956 -0.024 0.846
7 H 1.541 -0.843 -1.803
8 H -0.148 -0.880 -2.332
9 H 0.526 -2.239 -1.424
10 H -1.674 0.533 -1.002
11 H -1.100 0.597 2.021
12 H -1.792 1.926 1.093
13 H 0.701 -0.236 1.877
14 H 2.022 -0.305 0.672

=====

No. 6
Computed, not measured: C5H8O as an isolated structure, with ωB97M-V/def2-TZVPD.

Orbital gap (spin up / spin down), eV: 7.88 / 7.88
LUMO (spin up / spin down), eV: 0.2 / 0.2
ΔE to the lowest compared entry with this formula, charge and spin, kcal/mol: 135.3
Charge: 0
E_HOMO (spin up / spin down), Eh: -0.2822 / -0.2822
Energy, eV: -7356.38729

Element x y z (Å)
1 C 0.664 -0.867 1.383
2 C -0.772 -1.028 0.130
3 O -1.870 -1.219 0.500
4 C -0.097 -0.032 -0.954
5 C -0.781 0.961 -1.669
6 C 0.488 0.741 0.169
7 H 1.439 -1.507 0.951
8 H 1.170 -0.126 2.027
9 H 0.073 -1.456 2.096
10 H 0.654 -0.599 -1.506
11 H -1.566 1.527 -1.177
12 H -0.681 1.084 -2.743
13 H 1.488 1.160 0.064
14 H -0.208 1.360 0.730

=====

No. 7
Computed, not measured: a 2-piece molecular cluster, C5H8O overall, with ωB97M-V/def2-TZVPD.

Orbital gap, eV: 9.09
LUMO, eV: 1.0
ΔE to the lowest compared entry with this formula, charge and spin, kcal/mol: 86.0
Charge: 0
E_HOMO, Eh: -0.2985
SMILES: CC=C=C=CO.[H][H]
Energy, eV: -7358.52690

Element x y z (Å)
1 C -2.307 0.491 -0.402
2 C -1.138 0.300 -1.329
3 C 0.103 0.105 -0.941
4 C 1.309 -0.079 -0.573
5 C 2.568 -0.264 -0.227
6 O 3.053 -0.326 1.039
7 H -2.739 1.493 -0.519
8 H -3.101 -0.231 -0.625
9 H -2.011 0.366 0.643
10 H -1.338 0.332 -2.400
11 H 3.360 -0.389 -0.959
12 H 2.316 -0.212 1.656
13 H -0.097 -0.840 2.684
14 H 0.024 -0.747 1.955

=====

No. 8
Computed, not measured: one molecule with the formula C5H8O, with ωB97M-V/def2-TZVPD.

Orbital gap, eV: 9.99
LUMO, eV: 0.9
ΔE to the lowest compared entry with this formula, charge and spin, kcal/mol: 53.1
Charge: 0
E_HOMO, Eh: -0.3329
SMILES: C[C@H]1CCC1=O
Energy, eV: -7359.95309

Element x y z (Å)
1 C 1.630 -0.665 0.165
2 C 0.504 0.334 -0.031
3 C -0.618 -0.068 -1.023
4 C -1.621 0.265 0.065
5 C -0.626 0.778 1.014
6 O -0.729 1.267 2.112
7 H 2.282 -0.382 0.992
8 H 1.263 -1.685 0.337
9 H 2.236 -0.696 -0.751
10 H 0.896 1.314 -0.309
11 H -0.651 0.549 -1.926
12 H -0.667 -1.120 -1.330
13 H -2.610 0.713 -0.147
14 H -1.290 -0.605 0.833